## a
Computed, not measured: C2H2N4O2 in the gas phase, with the ωB97M-V functional and the def2-TZVPD basis.

As for the gap between HOMO and LUMO: 9.712 eV. The value obtained for the highest occupied orbital energy is -10.6 eV. The SMILES is [H]/N=c1/[nH]c(=O)nno1.

ORCA input file:
```
! wB97M-V def2-TZVPD RIJCOSX def2/J DEFGRID3
* xyz 0 1
H -0.29342 -2.64112 0.91488
N -1.02405 -1.78344 0.83657
C -0.23673 -0.84562 0.32838
N -0.72944 0.52936 0.19963
C -0.03096 1.37757 -0.75865
O -0.28175 2.40429 -1.30925
N 1.42762 1.11285 -0.83992
N 1.84588 0.01564 -0.34131
O 1.06905 -0.95293 0.20662
H -1.74620 0.78340 0.76305
*
```

---

## b
Computed, not measured: C2H2N4O2 in the gas phase, with the ωB97M-V functional and the def2-TZVPD basis.

As for the gap between HOMO and LUMO: 8.625 eV. The value obtained for the highest occupied orbital energy is -9.9 eV.

ORCA input file:
```
! wB97M-V def2-TZVPD RIJCOSX def2/J DEFGRID3
* xyz 0 1
C 0.42914 0.52049 0.15102
C -1.22082 -0.98007 0.04159
H 2.09836 -0.86334 -0.32524
H -1.65542 -1.88084 -0.05859
N 1.65791 0.88835 0.34704
N 0.00280 -0.82549 -0.01587
N -1.48528 1.61656 -0.17720
N -0.31172 1.72239 -0.01423
O 2.61956 -0.08754 -0.12020
O -2.13454 -0.11052 0.17169
*
```

---

## c
Computed, not measured: a molecular structure, C2H2N4O2, with the ωB97M-V functional and the def2-TZVPD basis.

As for the gap between HOMO and LUMO: 10.756 eV. The value obtained for the highest occupied orbital energy is -10.6 eV.

ORCA input file:
```
! wB97M-V def2-TZVPD RIJCOSX def2/J DEFGRID3
* xyz 0 1
C 0.64957 0.27986 0.44136
C -0.67609 -1.70856 -0.01273
H 2.43618 -0.65574 0.41197
H 2.39716 1.30491 0.63141
N 1.91702 0.54439 0.11040
N 0.41539 -1.04361 -0.06003
N -2.50826 0.77203 -1.20933
N -2.84418 1.89334 -1.40465
O -1.63057 -2.37880 0.08235
O -0.15623 0.99218 1.00924
*
```

---

## d
Computed, not measured: C2H2N4O2 in the gas phase, with the ωB97M-V functional and the def2-TZVPD basis.

As for the gap between HOMO and LUMO: 9.791 eV. The value obtained for the highest occupied orbital energy is -10.1 eV. The SMILES is O/N=C\c1nnon1.

ORCA input file:
```
! wB97M-V def2-TZVPD RIJCOSX def2/J DEFGRID3
* xyz 0 1
O 2.06532 -0.92343 -0.24491
N 2.27464 0.38106 0.05689
C 1.14727 1.12595 0.12446
C -0.20287 0.40681 0.02230
N -1.40654 1.03590 -0.17205
N -2.35583 0.19176 -0.15966
O -1.70889 -0.98704 0.18838
N -0.35603 -0.90444 0.13441
H 3.07360 -1.12208 0.09404
H 1.31493 2.27926 0.46050
*
```

---

We find c to be the most stable, with the next structure 0.1223 hartree higher.

---

## a
Computed, not measured: C2H2N4O2 in the gas phase, with the ωB97M-V functional and the def2-TZVPD basis.

As for the gap between HOMO and LUMO: 11.561 eV. The value obtained for the highest occupied orbital energy is -11.5 eV. The SMILES is O=C(O)n1cnnn1.

ORCA input file:
```
! wB97M-V def2-TZVPD RIJCOSX def2/J DEFGRID3
* xyz 0 1
O -0.20065 2.15006 0.62777
C 0.03146 1.29822 -0.18720
O 0.17113 1.46198 -1.46405
N 0.09187 -0.03366 0.09039
C 0.14897 -1.04474 -0.80748
N -0.04388 -2.15505 -0.20520
N -0.19752 -1.82268 1.12748
N -0.02986 -0.56167 1.29456
H 0.15483 2.37188 -1.66710
H 0.25454 -0.77767 -1.82521
*
```

---

## b
Computed, not measured: C2H2N4O2 in the gas phase, with the ωB97M-V functional and the def2-TZVPD basis.

As for the gap between HOMO and LUMO: 9.371 eV. The value obtained for the highest occupied orbital energy is -10.5 eV. The SMILES is O=c1[nH]nnnc1O.

ORCA input file:
```
! wB97M-V def2-TZVPD RIJCOSX def2/J DEFGRID3
* xyz 0 1
O -1.62600 1.16661 -0.13492
C -0.51254 0.57072 -0.07818
N 0.82281 1.07569 0.29144
N 1.97301 0.39953 -0.09853
N 1.88361 -0.87776 -0.17372
N 0.71108 -1.57897 0.08971
C -0.42571 -0.87384 0.00730
O -1.61822 -1.42807 0.06293
H 0.98675 2.05457 0.13239
H -2.19480 -0.50847 -0.09843
*
```

---

We find a to be the most stable, with the next structure 0.0623 hartree higher.

---

## a
Computed, not measured: C2H2N4O2 in the gas phase, with the ωB97M-V functional and the def2-TZVPD basis.

As for the gap between HOMO and LUMO: 9.241 eV. The value obtained for the highest occupied orbital energy is -10.2 eV. The SMILES is [H]/N=c1\[nH]nnc(=O)o1.

ORCA input file:
```
! wB97M-V def2-TZVPD RIJCOSX def2/J DEFGRID3
* xyz 0 1
H 2.67915 -0.66828 -0.42981
N 1.79771 -1.26966 -0.42049
C 0.73932 -0.50925 0.01717
N 0.55115 1.05298 0.31364
N -0.56946 1.56798 -0.14023
N -1.68886 0.81098 -0.44249
C -1.68038 -0.53189 0.11405
O -2.70954 -1.09274 -0.06994
O -0.42876 -1.17363 0.37599
H 1.30968 1.81352 0.68212
*
```

---

## b
Computed, not measured: C2H2N4O2 in the gas phase, with the ωB97M-V functional and the def2-TZVPD basis.

As for the gap between HOMO and LUMO: 9.633 eV. The value obtained for the highest occupied orbital energy is -10.5 eV. The SMILES is O=c1cnnnn1O.

ORCA input file:
```
! wB97M-V def2-TZVPD RIJCOSX def2/J DEFGRID3
* xyz 0 1
O -1.67136 1.32391 -0.02398
C -0.56506 0.78887 0.03012
C 0.76750 1.33481 0.00792
N 1.84840 0.60916 -0.03081
N 1.75062 -0.78544 0.02044
N 0.62562 -1.36506 -0.02786
N -0.44976 -0.59003 0.02942
O -1.62226 -1.28768 -0.00085
H 0.93659 2.39781 0.05315
H -2.22642 -0.51016 -0.02114
*
```

---

## c
Computed, not measured: C2H2N4O2 in the gas phase, with the ωB97M-V functional and the def2-TZVPD basis.

As for the gap between HOMO and LUMO: 9.118 eV. The value obtained for the highest occupied orbital energy is -10.1 eV. The SMILES is O=Cn1nnc(=O)[nH]1.

ORCA input file:
```
! wB97M-V def2-TZVPD RIJCOSX def2/J DEFGRID3
* xyz 0 1
O -2.79211 -0.75903 -0.05394
C -2.03401 0.20459 0.13268
N -0.60797 0.22904 0.02551
N 0.06491 1.40292 -0.03657
N 1.32456 1.16356 -0.04108
C 1.53974 -0.28096 0.02248
O 2.57620 -0.88842 0.05949
N 0.22770 -0.78640 -0.12596
H -2.28794 1.26351 0.13143
H -0.08348 -1.68967 0.13987
*
```

---

We find c to be the most stable, with the next structure 0.0660 hartree higher.

---

## a
Computed, not measured: C5H7BrS in the gas phase, with the ωB97M-V functional and the def2-TZVPD basis.

As for the gap between HOMO and LUMO (spin up / spin down): 7.054 / 7.053 eV. The value obtained for the highest occupied orbital energy (spin up / spin down) is -7.6 / -7.6 eV.

ORCA input file:
```
! wB97M-V def2-TZVPD RIJCOSX def2/J DEFGRID3
* xyz 0 1
C -1.19019 -0.57532 -0.70501
C 0.33317 0.93483 -0.12582
C -0.63468 -1.55805 0.31118
C 0.94150 -1.62173 -0.06932
C 0.28683 2.37895 -0.01555
S 1.65554 0.04779 -0.28269
Br -2.83918 0.15398 -0.06180
H -0.76243 -1.34404 1.31495
H -0.93975 -2.58379 0.11321
H 1.45490 -2.26448 0.59028
H 1.09026 -1.96959 -1.17159
H -0.76432 2.58591 0.22821
H 0.42497 2.99054 -0.94394
H 0.94339 2.82499 0.81788
*
```

---

## b
Computed, not measured: 2 unconnected molecules or ions with the total composition C5H7BrS, with the ωB97M-V functional and the def2-TZVPD basis.

As for the gap between HOMO and LUMO (spin up / spin down): 7.247 / 6.983 eV. The value obtained for the highest occupied orbital energy (spin up / spin down) is -7.5 / -7.4 eV.

ORCA input file:
```
! wB97M-V def2-TZVPD RIJCOSX def2/J DEFGRID3
* xyz 0 1
C -0.85681 0.45567 -0.31673
C -0.41486 -0.70776 0.13985
C 2.64944 -0.54064 0.02067
C -1.80789 1.43258 0.40273
C 0.47100 -1.54191 -0.60028
S 3.90126 -1.42753 0.27367
Br 2.20989 1.22770 0.16551
H -0.70047 0.91169 -1.26463
H -0.64054 -0.97463 1.26043
H -2.41984 0.74345 1.01429
H -1.32708 2.08409 1.09076
H -2.48893 2.08355 -0.25727
H 0.67307 -2.53621 -0.40314
H 0.75177 -1.21004 -1.52586
*
```

---

We find b to be the most stable, with the next structure 0.0377 hartree higher.